{
  "formula": "C3H8N2",
  "method": "ωB97M-V/def2-TZVPD",
  "charge": 0,
  "homo_lumo_gap_ev": 9.73,
  "lumo_energy_ev": 1.065,
  "total_energy_ha": -228.58255,
  "de_lowest_kcal_mol": 41.48,
  "symbols": ["C", "C", "C", "H", "H", "H", "H", "H", "H", "H", "H", "N", "N"],
  "coordinates": [[-0.21097, 1.74835, -0.67217], [0.00635, 0.40062, -0.04624], [0.55117, 0.31665, 1.35270], [-0.62651, 1.63030, -1.66973], [-0.87885, 2.36626, -0.05441], [0.73091, 2.30287, -0.74163], [1.42099, -0.36490, 1.37335], [-0.19413, -0.08700, 2.05299], [0.86831, 1.29558, 1.71997], [-0.62654, -2.54077, -0.69563], [-0.29804, -1.90937, 0.80017], [-0.29228, -0.62791, -0.74767], [-0.06135, -1.87019, -0.19387]]
}